No. 1
{
  "formula": "C3H3ClF2",
  "method": "ωB97M-V/def2-TZVPD",
  "homo_lumo_gap_ha": 0.4163,
  "smiles": "FC(F)/C=C/Cl",
  "total_charge": 0,
  "e_above_lowest_kcal_mol": 1.3,
  "largest_force_ev_per_a": 0.83,
  "species": ["C", "H", "F", "Cl", "C", "F", "C", "H", "H"],
  "xyz": [[0.560, -1.113, 0.442], [0.405, -0.984, 1.523], [-1.787, 1.062, -0.619], [1.388, -2.572, 0.043], [0.159, -0.226, -0.450], [0.142, 2.105, -0.450], [-0.561, 1.011, -0.026], [-0.663, 1.093, 1.043], [0.356, -0.376, -1.506]],
  "mulliken_charge": [-0.2169, 0.2869, -0.2446, -0.1619, -0.2304, -0.2516, 0.3154, 0.2148, 0.2882]
}

No. 2
{
  "formula": "C3H10Sb",
  "method": "ωB97M-V/def2-TZVPD",
  "homo_lumo_gap_ha": 0.2740,
  "total_charge": -1,
  "largest_force_ev_per_a": 1.41,
  "species": ["Sb", "H", "H", "H", "H", "H", "H", "H", "H", "C", "H", "C", "C", "H"],
  "xyz": [[1.562, 0.088, -0.062], [-1.557, -0.727, -1.704], [0.687, 0.495, -1.546], [2.362, -0.376, 1.462], [3.131, 0.436, -0.809], [-2.403, 0.491, 0.915], [-0.345, 0.147, 1.942], [1.688, -1.633, -0.593], [-2.365, 0.925, -1.513], [-0.382, -0.376, 0.980], [-0.351, -1.447, 1.216], [-1.609, 0.095, 0.277], [-1.849, 0.087, -1.051], [1.432, 1.795, 0.486]],
  "mulliken_charge": [-0.1778, 0.3200, -0.0474, -0.0690, -0.1379, 0.3068, 0.3370, -0.0718, 0.2307, -1.1796, 0.3305, 0.0150, -0.7902, -0.0665]
}

No. 3
{
  "formula": "C2H3ClO3P",
  "method": "ωB97M-V/def2-TZVPD",
  "homo_lumo_gap_ha": 0.3446,
  "smiles": "O=[P@]([O-])(Cl)[C@H]1CO1",
  "total_charge": -1,
  "e_above_lowest_kcal_mol": 28.7,
  "largest_force_ev_per_a": 2.98,
  "species": ["H", "C", "H", "C", "O", "P", "O", "H", "Cl", "O"],
  "xyz": [[-1.437, -0.425, 0.020], [-0.540, 0.102, -0.287], [0.465, 1.598, 0.699], [-0.520, 1.332, 0.459], [0.748, -1.764, -1.809], [0.903, -1.039, -0.533], [-0.781, 1.316, -0.888], [-1.255, 1.666, 1.275], [0.285, -2.266, 1.033], [2.132, -0.519, 0.031]],
  "mulliken_charge": [0.2716, -0.1912, 0.2009, -0.1801, -0.6997, 0.9836, -0.4589, 0.1871, -0.4103, -0.7028]
}

No. 4
{
  "formula": "C3H3N3",
  "method": "ωB97M-V/def2-TZVPD",
  "homo_lumo_gap_ha": 0.4209,
  "smiles": "N#CC(N)C#N",
  "total_charge": 0,
  "e_above_lowest_kcal_mol": 22.9,
  "largest_force_ev_per_a": 1.25,
  "species": ["H", "C", "H", "N", "N", "N", "C", "C", "H"],
  "xyz": [[0.293, -0.057, 1.388], [0.109, 0.014, 0.308], [-1.762, -0.850, 0.209], [2.597, -0.475, -0.340], [-0.763, 2.453, -0.230], [-0.810, -1.029, -0.092], [-0.334, 1.404, 0.002], [1.478, -0.242, -0.175], [-0.792, -1.232, -1.083]],
  "mulliken_charge": [0.1397, 0.5807, 0.2442, -0.3774, -0.3606, -0.5734, 0.1028, -0.0172, 0.2612]
}

no.,LUMO energy (eV)
1,0.9679
2,4.2204
3,3.8119
4,0.3317